ORCA calculation (ωB97M-V with the def2-TZVPD basis set) on an isolated ion of composition C6H10FN2 and charge +1.

Last column: Mulliken charge in e.
Element x y z (Å)
C: 1.03358 1.39418 -0.54160  -1.38
C: 0.18158 0.30250 -0.04991  0.66
N: -0.76604 -0.28349 -0.81883  0.14
C: -1.14258 0.10739 -2.16094  -0.82
C: -1.31879 -1.39883 -0.16914  -0.36
C: -0.65595 -1.52872 0.98368  -0.44
N: 0.27508 -0.44284 1.05280  0.02
C: 1.09084 0.05334 2.33344  -0.51
F: 0.58027 1.22605 2.80663  -0.23
H: 1.76024 0.91046 -1.14985  0.35
H: 0.59273 2.20957 -1.03976  0.43
H: 1.49057 1.84597 0.34520  0.36
H: -0.31685 -0.17847 -2.67320  0.48
H: -1.99999 -0.57884 -2.53502  0.25
H: -1.30678 1.22893 -2.39820  0.28
H: -2.02922 -1.98200 -0.62216  0.45
H: -0.60174 -2.16872 1.80492  0.47
H: 1.05452 -0.74635 2.94276  0.42
H: 2.07853 0.02987 1.88918  0.45

Cartesian forces (eV/Å) of the 2 atoms listed first:
C 0.62 -0.25 2.33
C -1.89 -1.29 -1.19

Calculated values
HOMO level	-14.20	eV
HOMO-LUMO gap	0.4166	Eh
multiplicity	1
charge	+1
strongest force on any atom	4.883	eV/Å

ORCA calculation (ωB97M-V with the def2-TZVPD basis set) on an isolated ion of composition C3H8N and charge +1.

Last column: Mulliken charge in e.
Element x y z (Å)
C: -0.13342 -1.44638 0.12798  -0.78
C: 0.07562 -0.13862 0.07779  0.48
C: -0.06473 0.81277 1.23157  -1.14
N: 0.17018 0.51784 -1.25963  -0.28
H: -0.71684 -2.04970 -0.57360  0.27
H: -0.05754 -1.94678 1.07320  0.28
H: 0.04864 0.28291 2.17316  0.37
H: -1.01004 1.34623 1.10593  0.32
H: 0.72214 1.58561 1.24835  0.35
H: 1.10241 0.89445 -1.41973  0.38
H: -0.11321 -0.20406 -1.93339  0.35
H: -0.58510 1.19924 -1.40653  0.38

Cartesian forces (eV/Å) of the 2 atoms listed first:
C -1.04 0.03 0.06
C -0.36 -0.17 0.67

Calculated values
HOMO level	-14.95	eV
HOMO-LUMO gap	0.4061	Eh
multiplicity	1
charge	+1
strongest force on any atom	2.177	eV/Å

ORCA calculation (ωB97M-V with the def2-TZVPD basis set) on a 3-piece molecular cluster, C3H13NO2 overall.

Last column: Mulliken charge in e.
Element x y z (Å)
C: -1.89721 -0.45465 -1.20239  -1.12
C: -1.22841 -0.96768 0.10810  0.35
C: -0.32575 -2.13913 -0.21254  -1.33
N: -0.36484 0.02720 0.79275  -0.58
H: -1.91583 0.67318 -1.38518  0.31
H: -1.30296 -0.73516 -2.11038  0.29
H: -2.91597 -0.90401 -1.13830  0.31
H: -2.14257 -1.29395 0.80953  0.32
H: 0.37103 -2.38742 0.67307  0.31
H: -0.68820 -3.00033 -0.66958  0.38
H: 0.57372 -1.64847 -0.79243  0.28
H: -0.74551 0.78107 1.32701  0.21
H: 0.32218 0.41720 0.18459  0.31
O: 1.85502 2.81757 -0.76340  -0.62
H: 2.51077 2.45160 -0.19489  0.33
H: 1.20470 3.12986 -0.18865  0.28
O: 2.25888 1.39417 1.46514  -0.65
H: 2.99751 0.81912 1.53816  0.30
H: 1.43344 1.01981 1.75940  0.33

Cartesian forces (eV/Å) of the 2 atoms listed first:
C 0.10 0.69 -0.51
C -1.53 0.56 1.04

Calculated values
HOMO level	-9.37	eV
HOMO-LUMO gap	0.3717	Eh
multiplicity	1
strongest force on any atom	5.528	eV/Å

ORCA calculation (ωB97M-V with the def2-TZVPD basis set) on a 4-piece molecular cluster, C18H39BBrO16P overall.

Last column: Mulliken charge in e.
Element x y z (Å)
C: 1.89173 -1.71106 -0.72526  -0.84
O: 2.31174 -2.83295 0.03213  -0.27
C: 2.14011 -2.63670 1.44130  0.75
C: 3.02309 -3.75086 2.12513  -1.67
C: 3.54714 -4.82742 1.14556  0.45
C: 4.04610 -6.02507 2.03362  -1.52
O: 4.70189 -4.38986 0.41467  -0.57
B: 2.71724 -1.22485 1.95881  1.01
C: 1.94710 -0.08983 2.76553  -0.84
O: 4.07559 -0.94947 1.62147  -0.56
C: 0.58524 -2.87481 1.72467  -0.71
Br: 0.06408 -4.43584 0.55552  -0.15
O: 0.32230 -3.25138 3.05278  -0.35
C: -0.89172 -2.75894 3.59157  0.30
C: -1.01571 -1.22004 3.74677  -1.35
P: -2.44300 -3.30672 2.71539  0.72
O: -2.54753 -2.54597 1.40000  -0.47
O: -2.51093 -4.92500 2.40691  -0.47
O: -3.71220 -2.83156 3.67247  -0.53
H: 1.64950 -2.08915 -1.73652  0.29
H: 2.69107 -0.95545 -0.89080  0.16
H: 0.97583 -1.21614 -0.35955  0.28
H: 2.50519 -4.26871 2.94733  0.26
H: 3.92271 -3.28369 2.57199  0.52
H: 2.78585 -5.24905 0.47558  0.39
H: 3.22074 -6.53336 2.55581  0.33
H: 4.73035 -5.57827 2.78362  0.33
H: 4.66975 -6.72191 1.44759  0.38
H: 4.47505 -4.58091 -0.49083  0.36
H: 2.61387 0.75478 3.00708  0.31
H: 1.63090 -0.52557 3.73575  0.22
H: 1.07664 0.25027 2.17619  0.25
H: 4.13637 -1.01410 0.66706  0.24
H: -0.02803 -2.04546 1.34825  0.59
H: -0.94888 -3.17113 4.61991  0.47
H: -0.95399 -0.70456 2.77977  0.23
H: -0.33984 -0.80341 4.50536  0.29
H: -2.04184 -1.02924 4.12303  0.52
H: -2.76747 -4.96119 1.47917  0.35
H: -4.48287 -2.95368 3.10955  0.32
C: 2.42976 1.70337 -5.13163  -0.68
O: 1.33325 2.54927 -4.78592  -0.30
C: 0.51175 2.02822 -3.87407  0.80
O: 0.62567 0.95459 -3.35323  -0.51
O: -0.45813 2.91317 -3.64318  -0.31
C: -1.42224 2.48637 -2.67851  -0.76
H: 3.02245 2.23082 -5.87523  0.23
H: 3.05417 1.50714 -4.26048  0.30
H: 2.07356 0.76939 -5.56500  0.30
H: -0.95016 2.32042 -1.71005  0.33
H: -1.93250 1.58472 -3.01571  0.30
H: -2.15369 3.28479 -2.57883  0.32
C: -4.66135 -0.67485 -0.64966  -0.37
O: -5.68867 0.27439 -0.35069  -0.30
C: -6.04674 1.03189 -1.38533  0.82
O: -5.58831 0.97781 -2.49301  -0.54
O: -7.00452 1.86490 -0.97463  -0.34
C: -7.48462 2.74259 -1.99116  -0.62
H: -4.44988 -1.23009 0.26113  0.10
H: -4.99502 -1.37468 -1.41555  0.30
H: -3.74976 -0.16899 -0.96603  0.14
H: -7.92630 2.17736 -2.81132  0.29
H: -6.68292 3.38338 -2.35737  0.28
H: -8.25376 3.36658 -1.54199  0.22
C: 1.23528 5.51305 -3.23918  -0.47
O: 0.82748 6.44412 -2.23457  -0.35
C: 1.54774 6.38380 -1.11636  0.77
O: 2.46539 5.64002 -0.90679  -0.54
O: 1.06931 7.29536 -0.26808  -0.33
C: 1.75462 7.33950 0.98193  -0.63
H: 0.58273 5.64954 -4.09753  0.26
H: 2.26283 5.70614 -3.54800  0.33
H: 1.12937 4.49456 -2.88239  0.13
H: 2.80244 7.60130 0.83792  0.29
H: 1.66741 6.38653 1.50316  0.29
H: 1.28027 8.11186 1.58290  0.22

Cartesian forces (eV/Å) of the 2 atoms listed first:
C -0.09 -0.07 -1.38
O 0.18 1.37 0.36

Calculated values
HOMO level	-9.52	eV
HOMO-LUMO gap	0.3602	Eh
multiplicity	1
strongest force on any atom	3.586	eV/Å

ORCA calculation (ωB97M-V with the def2-TZVPD basis set) on a 3-piece molecular cluster, C20H31F9N2O9P2S overall.

Last column: Mulliken charge in e.
Element x y z (Å)
C: 5.23153 -5.26534 1.64049  -1.01
C: 4.08586 -5.88169 2.53286  -0.17
O: 3.29487 -6.88601 1.82992  -0.42
C: 1.94453 -6.64843 2.13048  0.55
C: 1.05398 -6.37164 0.97132  -0.49
N: -0.26797 -6.12442 1.11359  -0.34
C: -0.68011 -6.11499 2.43951  0.47
C: -2.12887 -5.81071 2.72024  0.41
C: -3.07858 -5.56195 1.49237  -1.11
C: -2.80161 -4.20897 0.73597  -1.08
C: -3.31406 -2.91292 1.53020  1.13
F: -4.06987 -2.20350 0.59604  -0.30
F: -4.10126 -3.39106 2.56519  -0.25
C: -2.03124 -2.12994 2.00459  0.44
F: -1.03185 -2.95260 2.47552  -0.19
F: -1.51767 -1.49191 0.89324  -0.26
S: -2.30697 -0.81624 3.32450  1.21
F: -0.69123 -0.82675 3.68277  -0.32
F: -1.95266 0.37876 2.22549  -0.32
F: -3.87405 -0.59919 2.94092  -0.30
F: -2.62146 -1.90872 4.48340  -0.27
F: -2.47736 0.35511 4.45356  -0.30
C: -2.63649 -5.78355 4.07174  -0.32
C: -1.71764 -6.05928 5.21647  -0.74
C: -0.33157 -6.35467 4.93455  -0.33
C: 0.24433 -6.39526 3.54443  0.35
N: 1.59671 -6.69690 3.43568  -0.61
H: 4.97447 -5.20066 0.55390  0.29
H: 6.20571 -5.82252 1.73562  0.28
H: 5.43350 -4.23440 2.05922  0.30
H: 4.49708 -6.29459 3.50070  0.29
H: 3.41345 -5.01713 2.81172  0.26
H: 1.47209 -6.39468 -0.06394  0.39
H: -4.16157 -5.73169 1.74709  0.43
H: -2.82449 -6.38563 0.75828  0.47
H: -1.72338 -4.14283 0.44846  0.44
H: -3.37579 -4.26673 -0.23593  0.35
H: -3.72014 -5.57474 4.21497  0.35
H: -2.05033 -6.07462 6.28463  0.35
H: 0.32151 -6.58998 5.81436  0.36
C: -2.35732 4.31282 -2.10424  -0.66
O: -2.16648 3.87396 -0.76601  -0.45
P: -0.69240 4.24798 -0.00327  1.17
O: -0.59092 5.62541 -0.63670  -0.68
O: 0.10409 3.14741 -0.91540  -0.36
C: -0.45583 1.84979 -1.12353  -0.72
O: 0.72600 4.48110 0.90532  -0.26
C: 0.68794 5.54321 1.85899  -0.67
H: -3.16606 3.71929 -2.53431  0.32
H: -2.65424 5.36123 -2.11491  0.26
H: -1.45823 4.16997 -2.70588  0.31
H: -0.90655 1.80744 -2.11577  0.27
H: -1.21198 1.60242 -0.37819  0.35
H: 0.34076 1.10783 -1.08233  0.29
H: -0.17694 5.43494 2.51414  0.32
H: 0.66545 6.51146 1.36056  0.27
H: 1.59475 5.48776 2.46187  0.25
C: 2.53826 4.98671 -6.98868  -0.65
O: 2.68053 5.44137 -5.65045  -0.46
P: 1.48288 6.47877 -5.03363  1.26
O: 0.32853 5.78233 -5.72445  -0.70
O: 2.02278 7.73101 -5.94231  -0.36
C: 3.42249 7.97750 -6.06074  -0.68
O: 0.48303 7.55605 -4.18735  -0.35
C: -0.43193 6.95843 -3.26404  -0.63
H: 3.51564 4.63419 -7.32425  0.25
H: 1.83737 4.15318 -7.02790  0.24
H: 2.20667 5.78787 -7.65132  0.34
H: 3.77442 7.60207 -7.02265  0.23
H: 3.99396 7.50239 -5.26307  0.33
H: 3.59831 9.05246 -6.03309  0.27
H: 0.09791 6.30055 -2.57860  0.29
H: -1.20985 6.40860 -3.79193  0.33
H: -0.90449 7.75547 -2.68997  0.29

Cartesian forces (eV/Å) of the 2 atoms listed first:
C 0.36 -0.20 0.65
C 0.76 1.14 0.24

Calculated values
HOMO level	-8.98	eV
HOMO-LUMO gap	0.2386	Eh
multiplicity	1
strongest force on any atom	9.269	eV/Å

ORCA calculation (ωB97M-V with the def2-TZVPD basis set) on C5H3NO in the gas phase.

Last column: Mulliken charge in e.
Element x y z (Å)
N: 2.99860 -0.71754 -0.07730  -0.44
C: 1.93680 -0.24815 -0.08580  0.13
C: 0.55992 0.10404 -0.11074  0.22
C: 0.03526 1.28280 0.36428  0.04
O: -1.23480 1.35560 0.53725  -0.53
C: -1.69279 -0.51067 -0.11805  -0.16
C: -0.48530 -0.99250 -0.33269  -0.43
H: 0.74019 2.11589 0.53361  0.34
H: -2.76180 -0.39175 -0.11722  0.42
H: -0.09608 -1.99771 -0.59334  0.40

Cartesian forces (eV/Å) of the 2 atoms listed first:
N -0.86 0.67 -0.01
C 0.82 -0.78 -0.23

Calculated values
HOMO level	-9.05	eV
HOMO-LUMO gap	0.3084	Eh
multiplicity	1
strongest force on any atom	2.690	eV/Å

ORCA calculation (ωB97M-V with the def2-TZVPD basis set) on C27H72F3O14SV as an isolated structure.

Last column: Mulliken spin population.
Element x y z (Å)
O: -4.41362 -2.44388 -2.94871  -0.31
V: -3.03895 -1.83380 -2.42085  1.29
C: -0.12550 0.28654 0.53301  0.00
F: -0.60743 -0.47182 1.49889  0.00
F: -0.93075 1.34096 0.28198  0.00
F: 1.06385 0.81049 0.88543  0.00
S: 0.01398 -0.76066 -1.10172  0.03
O: 0.62768 0.12263 -2.11169  0.00
O: 0.82402 -1.95608 -0.73941  0.00
O: -1.37107 -1.14210 -1.48310  -0.03
C: 0.22126 6.93711 6.64527  0.00
C: -0.49685 5.90967 5.80757  0.00
O: 0.22836 5.55326 4.63704  0.00
C: -0.38179 4.66201 3.74147  0.00
C: 0.65364 4.11411 2.81504  0.00
H: 1.23981 6.67216 6.92892  0.00
H: 0.21686 7.80013 5.97948  0.00
H: -0.25664 7.32896 7.54314  0.00
H: -0.65815 5.04771 6.45496  0.00
H: -1.45629 6.32402 5.49793  0.00
H: -0.86181 3.87675 4.32546  0.00
H: -1.16602 5.20900 3.21813  0.00
H: 1.00298 4.78260 2.02816  0.00
H: 0.29883 3.25434 2.24671  0.00
H: 1.55344 3.79143 3.33882  0.00
C: 5.52612 3.33491 1.58223  0.00
C: 4.05533 3.30636 1.26743  0.00
O: 3.98948 3.28622 -0.15587  0.00
C: 2.63365 3.35783 -0.62104  0.00
C: 2.75055 3.19383 -2.06535  0.00
H: 6.05285 4.23135 1.25507  0.00
H: 5.65815 3.35800 2.66396  0.00
H: 6.02618 2.46659 1.15319  0.00
H: 3.62935 2.40076 1.69931  0.00
H: 3.55367 4.18288 1.67750  0.00
H: 1.98107 2.58957 -0.20630  0.00
H: 2.18504 4.29880 -0.30257  0.00
H: 1.78012 2.97551 -2.51109  0.00
H: 3.40181 2.37509 -2.37135  0.00
H: 3.18907 4.09052 -2.50324  0.00
C: -4.40253 -3.41167 0.87564  0.00
C: -2.99188 -3.14150 0.34742  -0.02
C: -1.83770 -3.83002 1.10578  0.00
O: -2.86667 -3.48920 -0.96563  0.02
H: -4.72776 -4.44878 0.79364  0.00
H: -5.16449 -2.71124 0.53371  -0.01
H: -4.38921 -3.22748 1.94988  0.00
H: -2.89496 -2.05735 0.40499  0.02
H: -1.78133 -3.57496 2.16402  0.00
H: -0.86896 -3.51053 0.72164  0.00
H: -1.90556 -4.91753 1.07719  0.00
H: -2.79439 -4.44479 -0.90878  0.00
C: -3.31153 1.36898 2.85592  0.00
C: -3.95402 -0.02719 2.69335  0.00
C: -4.40343 -0.67135 4.04134  0.00
O: -5.12433 0.14226 1.99101  0.00
H: -4.08965 2.11110 3.03449  0.00
H: -2.82100 1.56053 1.90156  0.00
H: -2.61072 1.45202 3.68662  0.00
H: -3.23502 -0.68866 2.21002  0.00
H: -4.96638 -1.58780 3.86439  0.00
H: -5.02601 -0.01672 4.65122  0.00
H: -3.54833 -0.92302 4.66868  0.00
H: -4.89609 0.29734 1.07153  0.00
C: -2.60963 3.47761 -3.57148  0.00
C: -1.48420 2.85055 -2.72640  0.00
O: -0.99031 1.76819 -3.49211  0.00
H: -3.43386 2.77190 -3.67495  0.00
H: -2.35447 3.74325 -4.59736  0.00
H: -3.05786 4.36488 -3.12431  0.00
H: -1.86247 2.49528 -1.76786  0.00
H: -0.72015 3.60831 -2.55280  0.00
H: -0.28404 1.32684 -3.01462  0.00
C: 3.47648 -5.96818 -0.59301  0.00
C: 3.17257 -4.49498 -0.75250  0.00
O: 2.01484 -4.12418 0.01393  0.00
H: 2.59567 -6.50838 -0.94008  0.00
H: 3.57828 -6.29150 0.44295  0.00
H: 4.34554 -6.29336 -1.16493  0.00
H: 2.91717 -4.32880 -1.79904  0.00
H: 4.02453 -3.86278 -0.50230  0.00
H: 1.67508 -3.30863 -0.36164  0.00
C: 5.32224 -0.83253 -2.21787  0.00
C: 3.87518 -0.44836 -1.90655  0.00
O: 3.15224 -0.23082 -3.10029  0.00
H: 5.78701 -1.25519 -1.32712  0.00
H: 5.88271 0.05900 -2.49919  0.00
H: 5.34839 -1.55734 -3.03156  0.00
H: 3.80758 0.43727 -1.27474  0.00
H: 3.38575 -1.21494 -1.30579  0.00
H: 2.29085 0.10450 -2.84112  0.00
C: 0.62037 -3.13650 -4.13504  0.00
C: -0.35376 -3.81728 -3.29084  0.00
O: -1.64463 -3.35779 -3.51550  0.00
H: 0.41024 -3.26624 -5.19670  0.00
H: 1.62812 -3.53858 -4.03078  0.00
H: 0.75904 -2.07432 -3.93343  0.00
H: -0.04559 -3.70406 -2.25146  0.00
H: -0.38546 -4.90225 -3.39052  0.00
H: -1.94278 -3.86586 -4.27350  0.00
C: -3.78667 0.36530 -5.90216  0.00
C: -2.54624 -0.57996 -5.53331  0.00
O: -2.35965 -0.49637 -4.11534  0.02
H: -4.67819 0.19503 -5.29860  0.00
H: -4.04539 0.35570 -6.96097  0.00
H: -3.48689 1.40727 -5.79021  0.00
H: -1.66929 -0.33808 -6.13376  0.00
H: -2.77907 -1.61429 -5.78639  0.00
H: -2.09213 0.41555 -3.97956  0.00
C: 1.30529 -2.38075 3.22187  0.00
C: 1.87040 -3.73513 3.43184  0.00
O: 1.25081 -4.65274 2.55665  0.00
H: 1.65637 -1.88110 2.31899  0.00
H: 1.72287 -1.80674 4.04905  0.00
H: 0.21701 -2.40885 3.27614  0.00
H: 1.86306 -4.00644 4.48751  0.00
H: 2.93298 -3.76850 3.19119  0.00
H: 1.74392 -4.61091 1.73403  0.00

Cartesian forces (eV/Å) of the 2 atoms listed first:
O 2.52 1.84 1.00
V -0.05 -3.35 -2.86

Calculated values
HOMO level (alpha / beta)	-11.17 / -11.17	eV
HOMO-LUMO gap (alpha / beta)	0.1822 / 0.1998	Eh
multiplicity	2
charge	+1
strongest force on any atom	4.411	eV/Å

ORCA calculation (ωB97M-V with the def2-TZVPD basis set) on C2H6N4O in the gas phase.

Last column: Mulliken charge in e.
Element x y z (Å)
H: 2.58088 1.15957 1.34429  0.20
N: 1.90815 1.40915 0.62826  -0.63
C: 1.07646 0.37333 0.34270  0.13
C: -0.10226 0.72885 -0.59456  0.10
N: -0.93143 -0.21972 -0.77697  -0.19
N: -2.00523 -0.23332 -1.68621  -0.62
N: 1.20488 -0.98324 0.77356  -0.20
O: 0.16344 -1.70956 1.36827  -0.44
H: -0.01537 1.82139 -0.96569  0.35
H: -2.19520 0.90599 -1.88161  0.29
H: -2.82226 -0.66018 -0.87924  0.30
H: 1.74234 -0.88345 1.66218  0.31
H: -0.60438 -1.70880 0.66501  0.40

Cartesian forces (eV/Å) of the 2 atoms listed first:
H 0.27 -0.30 0.08
N -3.03 -3.54 -1.17

Calculated values
HOMO level	-9.07	eV
HOMO-LUMO gap	0.3422	Eh
multiplicity	1
strongest force on any atom	5.273	eV/Å